This record from the OMol25 dataset describes the molecule C9H18N2O3 in a non-equilibrium geometry. The level of theory is ωB97M-V/def2-TZVPD.

```
32
Properties=species:S:1:pos:R:3
C -3.188 -0.473 -0.039
C -1.960 0.251 0.581
C -3.582 0.189 -1.351
C 0.417 0.847 0.327
C 1.062 2.254 0.301
C 1.301 -0.219 -0.477
C 2.699 -0.485 0.014
C 2.641 -0.914 1.513
C 3.533 -1.508 -0.799
H -3.964 -0.504 1.802
H -5.116 -0.882 0.742
H -3.109 -1.623 -0.233
H -4.573 -0.088 -1.594
H -2.992 -0.084 -2.219
H -3.546 1.285 -1.256
H -1.096 0.403 -1.237
H 0.373 0.664 1.395
H 1.239 -0.006 -1.511
H 0.821 -1.135 -0.372
H 3.295 0.429 -0.034
H 3.586 -1.357 1.831
H 2.458 -0.090 2.196
H 1.908 -1.697 1.658
H 4.568 -1.508 -0.442
H 3.599 -1.365 -1.889
H 3.226 -2.555 -0.739
H 1.172 3.727 -0.951
N -4.340 -0.304 0.923
N -0.966 0.754 -0.263
O -1.967 0.549 1.791
O 1.816 2.520 1.158
O 0.685 2.924 -0.826
```

- LUMO: 0.6 eV
- Relative energy (zero: lowest compared OMol25 entry of this formula, charge and spin): 29.9 kcal/mol
- Orbital gap: 9.91 eV
- Total charge: 0
- SMILES string: CC(C)C[C@H](NC(=O)[C@H](C)N)C(=O)O

---

This record from the OMol25 dataset describes a cluster of 2 separate species, C14H17N2 in total in a non-equilibrium geometry. The level of theory is ωB97M-V/def2-TZVPD.

```
33
Properties=species:S:1:pos:R:3
C -1.709 2.548 -2.550
C 3.910 0.939 0.135
C -0.960 3.000 -1.503
C -2.436 1.374 -2.379
C 3.669 1.650 1.285
C 3.056 0.010 -0.430
C -0.657 2.145 -0.463
C -2.132 0.468 -1.375
C 2.372 1.539 1.779
C 1.773 -0.089 0.053
C -1.280 0.903 -0.297
C 1.446 0.629 1.209
C -1.732 -1.100 1.182
C -1.122 0.155 0.840
N 0.253 0.505 1.820
N 0.093 -3.408 0.051
H -1.784 3.175 -3.568
H 4.910 0.769 -0.205
H -0.266 3.855 -1.435
H -2.973 1.049 -3.263
H 4.594 2.175 1.606
H 3.299 -0.506 -1.341
H -0.183 2.509 0.417
H -2.717 -0.424 -1.124
H 2.068 1.974 2.769
H 1.266 -0.851 -0.445
H -2.774 -1.131 0.800
H -1.074 -1.970 0.786
H -1.572 -1.450 2.190
H 0.220 0.969 2.655
H 0.964 -3.922 0.168
H -0.063 -3.092 -0.886
H -0.474 -4.304 0.132
```

- LUMO (spin up / spin down): -5.8 / -5.8 eV
- Relative energy (zero: lowest compared OMol25 entry of this formula, charge and spin): 83.9 kcal/mol
- Orbital gap (spin up / spin down): 5.35 / 5.35 eV
- Total charge: +1

---

This record from the OMol25 dataset describes a structure of composition C45H52CrN4O4S2 in a non-equilibrium geometry. The level of theory is ωB97M-V/def2-TZVPD.

```
108
Properties=species:S:1:pos:R:3
Cr -0.005 -0.363 0.252
O -1.219 0.500 1.575
C -0.745 1.168 2.707
C 0.238 0.289 3.614
C 1.553 -0.019 2.973
C 2.679 0.316 3.739
C 3.952 0.139 3.236
C 4.033 -0.475 1.994
C 2.881 -0.909 1.312
C 3.100 -1.711 0.047
C 2.605 -0.888 -1.217
O 1.215 -0.714 -1.279
C 3.299 0.513 -1.314
C 4.531 0.596 -1.950
C 5.185 1.814 -2.093
C 4.601 2.962 -1.591
C 3.399 2.885 -0.898
C 2.737 1.683 -0.776
C 2.808 -1.641 -2.529
C 3.447 -2.857 -2.645
C 3.580 -3.459 -3.882
C 3.046 -2.870 -5.012
C 2.330 -1.690 -4.903
C 2.226 -1.076 -3.678
N 1.630 -0.534 1.713
C -2.051 1.341 3.493
C -2.088 2.118 4.622
C -3.266 2.283 5.329
C -4.423 1.692 4.902
C -4.417 0.935 3.734
C -3.250 0.758 3.032
C -0.172 2.558 2.325
C 0.889 3.167 2.979
C 1.267 4.438 2.604
C 0.608 5.114 1.595
C -0.454 4.508 0.926
C -0.832 3.243 1.299
H -0.343 -0.630 3.782
H 0.407 0.766 4.610
H 2.530 0.761 4.730
H 4.842 0.474 3.781
H 4.990 -0.658 1.511
H 2.532 -2.663 0.062
H 4.192 -1.931 -0.059
H 4.991 -0.316 -2.345
H 6.161 1.858 -2.594
H 5.075 3.935 -1.733
H 2.980 3.780 -0.454
H 1.754 1.652 -0.310
H 3.847 -3.347 -1.753
H 4.142 -4.384 -3.965
H 3.179 -3.370 -5.977
H 1.837 -1.238 -5.780
H 1.705 -0.111 -3.567
H -1.192 2.663 4.940
H -3.260 2.874 6.243
H -5.349 1.826 5.454
H -5.339 0.477 3.395
H -3.254 0.159 2.125
H 1.411 2.676 3.808
H 2.083 4.914 3.136
H 0.896 6.133 1.344
H -1.020 5.044 0.150
H -1.656 2.745 0.792
C 0.382 -3.564 2.573
S -0.850 -2.466 1.931
C -2.148 -2.658 3.143
O -1.395 -3.097 0.715
H -0.117 -4.534 2.796
H 0.852 -3.148 3.488
H 1.142 -3.723 1.780
H -1.764 -2.499 4.185
H -2.554 -3.686 3.018
H -2.954 -1.928 2.907
C -2.908 2.468 -3.363
N -1.528 2.507 -2.816
C -0.526 3.510 -3.265
C -1.155 1.599 -1.945
N -0.918 0.772 -1.152
H -3.001 3.233 -4.164
H -3.632 2.722 -2.574
H -3.146 1.467 -3.774
H -1.024 4.251 -3.916
H 0.311 3.026 -3.815
H -0.091 4.029 -2.398
C 0.362 -4.152 -1.618
C -0.467 -3.411 -2.662
O -1.119 -2.265 -2.073
C -2.030 -1.649 -2.994
C -3.267 -2.512 -3.245
H 1.036 -4.884 -2.083
H -0.314 -4.689 -0.931
H 0.924 -3.420 -1.038
H -1.247 -4.101 -3.047
H 0.174 -3.113 -3.507
H -1.500 -1.513 -3.957
H -2.298 -0.672 -2.563
H -3.062 -3.252 -4.052
H -4.140 -1.902 -3.567
H -3.555 -3.066 -2.334
S -5.713 -1.450 -0.015
C -5.347 0.234 -0.346
C -4.001 0.433 -0.274
N -3.250 -0.697 -0.065
C -4.020 -1.727 0.098
H -6.115 0.969 -0.561
H -3.457 1.377 -0.362
H -3.626 -2.724 0.277
```

- LUMO (spin up / spin down): -4.3 / -2.7 eV
- Orbital gap (spin up / spin down): 6.58 / 8.22 eV
- Total charge: +1
- Spin multiplicity: 4
- Expectation value of S²: 3.91

---

This record from the OMol25 dataset describes the molecule C14H24N2O8 in a non-equilibrium geometry. The level of theory is ωB97M-V/def2-TZVPD.

```
48
Properties=species:S:1:pos:R:3
C 0.762 1.863 2.753
C 0.172 1.603 1.384
O 0.961 0.712 0.617
C 0.383 -0.534 0.347
C -0.061 -1.333 1.553
C 1.049 -2.086 2.320
O 0.549 -2.286 3.650
C 2.395 -1.379 2.384
N 3.312 -2.144 3.264
O 1.396 -1.221 -0.373
C 0.720 -2.260 -0.992
O 1.184 -3.357 -1.193
O -0.504 -1.824 -1.305
C -0.691 -0.460 -0.779
C -2.173 -0.431 -0.470
C -2.778 0.980 -0.275
C -3.685 1.319 -1.445
N -3.546 2.592 -2.014
O -4.507 0.532 -1.873
C -0.295 0.498 -1.918
O -0.490 -0.127 -3.172
C 0.160 0.472 -4.219
C 1.649 0.660 -4.117
O -0.468 0.783 -5.219
H 0.363 2.791 3.146
H 0.545 1.074 3.461
H 1.831 2.002 2.666
H -0.851 1.261 1.500
H 0.118 2.553 0.862
H -0.615 -0.728 2.257
H -0.755 -2.080 1.191
H 1.166 -3.085 1.929
H 0.749 -1.487 4.135
H 2.850 -1.341 1.409
H 2.263 -0.382 2.787
H 3.540 -1.619 4.089
H 4.156 -2.363 2.764
H -2.665 -0.862 -1.332
H -2.431 -1.064 0.366
H -1.992 1.722 -0.231
H -3.345 0.989 0.644
H -3.427 2.534 -3.015
H -2.811 3.139 -1.597
H 0.726 0.818 -1.760
H -0.933 1.376 -1.902
H 2.137 0.159 -4.934
H 2.041 0.298 -3.177
H 1.845 1.722 -4.166
```

- LUMO: 0.1 eV
- Relative energy (zero: lowest compared OMol25 entry of this formula, charge and spin): 0.0 kcal/mol
- Orbital gap: 9.62 eV
- Total charge: 0
- SMILES string: CCO[C@]1(C[C@H](O)CN)OC(=O)O[C@]1(CCC(N)=O)COC(C)=O

---

This record from the OMol25 dataset describes a cluster of 2 separate species, C4H8IN2 in total in a non-equilibrium geometry. The level of theory is ωB97M-V/def2-TZVPD.

```
15
Properties=species:S:1:pos:R:3
C -0.510 -1.683 -0.570
C -1.133 -0.102 0.884
C -0.385 0.505 -0.057
C -0.049 1.916 -0.197
N 0.023 -0.506 -0.952
N -1.166 -1.456 0.562
I 3.537 0.199 0.104
H -0.419 -2.621 -1.074
H 3.140 -0.913 1.128
H -1.661 0.306 1.860
H 1.056 2.102 -0.053
H -0.776 2.535 0.524
H -0.258 2.240 -1.257
H 0.306 -0.289 -1.911
H -1.703 -2.233 1.007
```

- LUMO (spin up / spin down): -3.1 / -7.7 eV
- Relative energy (zero: lowest compared OMol25 entry of this formula, charge and spin): 5.0 kcal/mol
- Orbital gap (spin up / spin down): 6.80 / 5.44 eV
- Total charge: +1
- Spin multiplicity: 3
- Expectation value of S²: 2.01

---

This record from the OMol25 dataset describes a structure of composition C17H26N2Ti in a non-equilibrium geometry. The level of theory is ωB97M-V/def2-TZVPD.

```
46
Properties=species:S:1:pos:R:3
C 2.267 0.147 -1.765
C 2.282 -1.181 -2.568
H 1.516 0.892 -2.038
H 3.210 0.664 -1.988
H 2.338 0.065 -0.661
H 1.375 -1.406 -3.133
H 3.087 -1.107 -3.318
H 2.453 -2.126 -2.019
C 0.064 2.733 -0.542
C -0.682 3.909 -0.532
C -2.059 3.819 -0.339
C -2.669 2.579 -0.225
H 1.141 2.776 -0.617
H -0.186 4.890 -0.538
H -2.668 4.711 -0.210
H -3.744 2.561 0.056
N -0.498 1.490 -0.444
C -1.876 1.407 -0.300
C -2.451 0.066 -0.099
N -1.602 -1.023 0.004
C -2.027 -2.227 0.549
C -4.279 -1.447 0.544
C -3.375 -2.500 0.796
H -1.264 -2.993 0.792
H -3.668 -3.512 1.140
C -3.800 -0.171 0.221
H -4.423 0.721 0.179
H -5.356 -1.572 0.694
Ti 0.388 -0.467 -0.343
C 0.622 -2.661 -0.388
H 0.294 -3.304 -1.221
H 0.644 -3.203 0.563
H 1.631 -2.237 -0.521
C 3.115 -0.013 2.020
C 1.929 -0.816 2.497
C 1.923 -0.639 4.034
C 0.655 -0.479 1.731
H 3.024 1.056 2.226
H 3.315 -0.119 0.960
H 4.014 -0.320 2.553
H 2.122 -1.894 2.380
H 1.757 0.404 4.335
H 1.224 -1.278 4.568
H 2.907 -0.942 4.425
H -0.182 -1.093 2.087
H 0.388 0.593 1.789
```

- LUMO: -8.1 eV
- Orbital gap: 7.93 eV
- Total charge: +2

---

This record from the OMol25 dataset describes a structure of composition C17H15BNO6Pd in a non-equilibrium geometry. The level of theory is ωB97M-V/def2-TZVPD.

```
41
Properties=species:S:1:pos:R:3
Pd -1.755 0.892 0.138
O -2.614 4.718 1.506
C -2.476 3.522 1.225
O -1.789 3.041 0.274
C -3.219 2.525 2.137
C -4.031 3.006 3.149
C -4.682 2.095 3.978
C -4.494 0.753 3.759
C -3.677 0.326 2.702
N -3.048 1.220 1.921
C -3.579 -1.112 2.456
O -4.088 -1.963 3.118
O -2.949 -1.503 1.298
H -4.135 4.076 3.259
H -5.319 2.445 4.781
H -4.967 -0.008 4.366
C 4.639 -0.760 -2.204
C 3.170 -0.949 -2.592
C 2.802 0.133 -3.618
C 3.035 -2.334 -3.247
C 2.233 -0.874 -1.388
C 2.696 -0.754 -0.084
C 1.841 -0.780 1.024
C 0.496 -0.906 0.791
O -0.524 -1.042 1.688
B -1.704 -1.146 0.887
O -1.346 -1.221 -0.507
C 0.009 -0.989 -0.522
C 0.853 -0.992 -1.608
H 5.263 -0.850 -3.097
H 4.962 -1.522 -1.493
H 4.808 0.228 -1.772
H 3.514 0.115 -4.448
H 2.829 1.123 -3.161
H 1.804 -0.028 -4.025
H 3.642 -2.384 -4.156
H 2.000 -2.548 -3.512
H 3.378 -3.109 -2.559
H 3.756 -0.650 0.106
H 2.227 -0.709 2.032
H 0.438 -1.085 -2.603
```

- LUMO: 2.6 eV
- Orbital gap: 5.73 eV
- Total charge: -1

---

| no. | molar mass (g mol⁻¹) | total energy (eV) |
| --- | --- | --- |
| 1 | 202.254 | -18747.718 |
| 2 | 213.304 | -17763.507 |
| 3 | 829.065 | -111744.440 |
| 4 | 348.352 | -34266.971 |
| 5 | 211.026 | -15347.514 |
| 6 | 306.276 | -44128.632 |
| 7 | 446.540 | -35809.038 |